DFT (ωB97M-V/def2-TZVPD) results for one molecule with the formula C25H30Cl2N4O2.

CARTESIAN COORDINATES (ANGSTROEM)
O  0.5202  2.8014  2.6336
C  0.6558  3.2290  1.5098
N  -0.3392  3.8045  0.8021
C  -1.6933  3.9302  1.2956
C  -2.6616  3.0463  0.5110
C  -2.4319  1.5629  0.8108
N  -3.0633  0.7198  -0.1921
C  -3.4634  -0.5722  0.3440
C  -4.1450  -1.3915  -0.7557
N  -3.2492  -1.5958  -1.8756
C  -2.2896  -2.5925  -1.8315
C  -2.2843  -3.5908  -0.8452
C  -1.3509  -4.6094  -0.8570
C  -0.3766  -4.6844  -1.8361
C  -0.3842  -3.7108  -2.8197
Cl  0.8047  -3.7639  -4.0787
C  -1.3131  -2.6906  -2.8334
C  -2.9150  -0.2935  -2.4173
C  -2.2050  0.5456  -1.3533
C  2.0134  3.2669  0.7845
C  2.7182  4.5871  1.1535
C  3.4779  4.2128  2.4234
C  3.7647  2.7292  2.2439
O  4.5941  2.0662  2.8209
N  2.9262  2.2706  1.2843
C  2.9494  0.9152  0.7977
C  1.8251  0.0579  1.3210
C  1.5258  0.0715  2.6789
C  0.5187  -0.7201  3.1965
C  -0.1921  -1.5677  2.3636
C  0.0991  -1.6120  1.0121
C  1.0915  -0.7909  0.5003
Cl  1.4019  -0.8770  -1.2101
H  -0.1729  4.0925  -0.1492
H  -1.6708  3.6329  2.3459
H  -2.0000  4.9790  1.2252
H  -2.5317  3.2332  -0.5564
H  -3.6866  3.3124  0.7671
H  -2.8649  1.3329  1.7863
H  -1.3507  1.3560  0.8790
H  -4.1662  -0.3996  1.1625
H  -2.5975  -1.1319  0.7355
H  -4.5072  -2.3420  -0.3685
H  -5.0068  -0.8309  -1.1293
H  -3.0053  -3.5807  -0.0445
H  -1.3751  -5.3535  -0.0746
H  0.3616  -5.4688  -1.8382
H  -1.2671  -1.9800  -3.6410
H  -2.2883  -0.3773  -3.3012
H  -3.8489  0.1977  -2.7043
H  -1.9681  1.5284  -1.7656
H  -1.2579  0.0481  -1.0804
H  1.8698  3.1442  -0.2953
H  2.0127  5.4032  1.3038
H  3.4163  4.8668  0.3628
H  4.3974  4.7750  2.5708
H  2.8516  4.3273  3.3097
H  2.9385  0.9275  -0.2969
H  3.9015  0.4918  1.1397
H  2.0955  0.7178  3.3271
H  0.2970  -0.6836  4.2515
H  -0.9687  -2.2034  2.7623
H  -0.4279  -2.2847  0.3519

* SMILES: O=C(NCCCN1CCN(c2cccc(Cl)c2)CC1)[C@H]1CCC(=O)N1Cc1ccccc1Cl
* HOMO: -7.86 eV

Let us look at the Mulliken charges, expressed in e, one per atom:
1. O -0.62
2. C -0.11
3. N -0.04
4. C -0.84
5. C -0.74
6. C -0.09
7. N 0.01
8. C 0.38
9. C -1.62
10. N 0.02
11. C 1.52
12. C -0.56
13. C -0.58
14. C -0.65
15. C 0.08
16. Cl -0.24
17. C -0.68
18. C -1.65
19. C 0.64
20. C 0.05
21. C -0.84
22. C -0.63
23. C 0.71
24. O -0.67
25. N 0.20
26. C -1.64
27. C 0.55
28. C -0.20
29. C -1.02
30. C -0.33
31. C 0.22
32. C -0.03
33. Cl -0.20
34. H 0.28
35. H 0.34
36. H 0.43
37. H 0.31
38. H 0.27
39. H 0.49
40. H -0.34
41. H 0.59
42. H -0.33
43. H 0.51
44. H 0.47
45. H 0.14
46. H 0.38
47. H 0.45
48. H 0.36
49. H 0.41
50. H 0.41
51. H 0.56
52. H -0.46
53. H 0.62
54. H 0.35
55. H 0.38
56. H 0.39
57. H 0.22
58. H 0.50
59. H 0.39
60. H 0.40
61. H 0.39
62. H 0.46
63. H 0.23

DFT (ωB97M-V/def2-TZVPD) results for C25H30Cl3O7Sn as an isolated structure.

CARTESIAN COORDINATES (ANGSTROEM)
C  0.5947  2.6903  -2.2032
C  -0.6415  2.5406  -1.2766
C  1.7865  1.9488  -1.5535
C  1.4280  1.9112  -0.0552
H  2.7196  2.4947  -1.7384
H  1.8542  0.9234  -1.9557
C  -0.1534  1.6798  -0.1028
H  -1.4769  2.0814  -1.8217
H  -0.9509  3.5359  -0.9049
C  -0.4531  0.2091  -0.3642
H  -0.5974  2.0161  0.8506
H  1.5638  2.9327  0.3463
C  2.2228  0.9854  0.7643
C  0.4075  2.1134  -3.6027
C  0.9316  4.1937  -2.3679
O  1.9334  4.6537  -1.8563
O  -0.4318  1.2988  -3.9196
O  1.3101  2.6121  -4.4706
O  0.1144  4.9821  -3.0949
C  -1.1532  4.6086  -3.7107
H  -1.7513  3.8898  -3.1262
H  -0.9647  4.2374  -4.7301
H  -1.6682  5.5725  -3.7536
C  1.2353  1.9652  -5.7414
H  1.4108  0.8909  -5.6097
H  2.0067  2.4238  -6.3602
H  0.2373  2.1140  -6.1686
O  -0.0650  -0.4775  0.7982
H  0.1116  -0.1381  -1.2544
H  -1.5382  0.0796  -0.5554
C  2.5106  1.3570  2.1530
C  2.7972  -0.2510  0.2137
H  3.5480  -0.0724  -0.5762
H  2.0275  -0.9137  -0.2153
H  3.2859  -0.8230  1.0152
H  2.4928  0.4660  2.7969
H  1.7862  2.0922  2.5319
H  3.5201  1.8007  2.2372
Sn  -0.9416  -2.0413  1.6475
C  -2.3817  -2.0460  3.7701
C  -1.8743  -0.7229  3.4489
C  -2.6827  -0.2061  2.3653
H  -1.1804  -0.1551  4.0622
C  -3.6216  -1.2172  1.9931
C  -3.4429  -2.3392  2.8532
H  -4.0705  -3.2252  2.8845
H  -2.1084  -2.6031  4.6605
H  -2.6574  0.8250  2.0136
H  -4.3946  -1.1137  1.2337
C  -0.3181  -4.1052  0.5117
C  -1.6749  -4.4225  0.8837
C  -2.5487  -3.6641  0.0504
H  -1.9560  -5.2096  1.5815
C  -1.7622  -2.8648  -0.8255
C  -0.3800  -3.1339  -0.5523
H  0.4796  -2.7953  -1.1359
H  0.5816  -4.6365  0.8227
H  -3.6357  -3.7707  0.0171
H  -2.1245  -2.2415  -1.6483
Cl  2.1406  -4.8180  5.3937
C  2.0238  -3.3312  4.4664
Cl  1.8050  -1.9133  5.5370
Cl  3.4238  -3.1563  3.3713
C  0.7290  -3.3197  3.5680
O  -0.1910  -4.1337  3.6478
O  0.7729  -2.2644  2.7606

* energy relative to the best compared isomer or geometry (same formula, charge and spin): 0.5427 eV
* net charge: -1
* HOMO (spin up / spin down): -3.20 / -3.83 eV

Let us look at the Mulliken charges, expressed in e, one per atom:
1. C 2.82
2. C -1.75
3. C -2.43
4. C 0.22
5. H 0.45
6. H 0.46
7. C 0.60
8. H 0.55
9. H 0.28
10. C -1.31
11. H 0.80
12. H 0.62
13. C 0.24
14. C -0.53
15. C 0.72
16. O -0.62
17. O -0.59
18. O -0.26
19. O -0.39
20. C -0.47
21. H 0.26
22. H 0.16
23. H 0.32
24. C -0.82
25. H 0.32
26. H 0.25
27. H 0.33
28. O -0.17
29. H -0.02
30. H 0.45
31. C -1.57
32. C -0.83
33. H 0.23
34. H -0.05
35. H 0.31
36. H 0.23
37. H 0.39
38. H 0.34
39. Sn 1.61
40. C -0.66
41. C -0.81
42. C -0.48
43. H 0.57
44. C -0.69
45. C -0.46
46. H 0.47
47. H 0.53
48. H 0.51
49. H 0.40
50. C -0.89
51. C -0.50
52. C -0.57
53. H 0.40
54. C -0.60
55. C -0.59
56. H 0.60
57. H 0.61
58. H 0.47
59. H 0.49
60. Cl -0.15
61. C 0.90
62. Cl -0.15
63. Cl -0.14
64. C 0.02
65. O -0.62
66. O -0.78

DFT (ωB97M-V/def2-TZVPD) results for one molecule with the formula C25H30N4O4.

CARTESIAN COORDINATES (ANGSTROEM)
C  -5.6166  -3.2753  2.2928
O  -4.6435  -3.2329  1.2784
C  -4.4657  -2.0639  0.5989
C  -5.1573  -0.8864  0.8399
C  -4.8524  0.2374  0.0864
C  -3.8875  0.2262  -0.9032
C  -3.5201  1.4928  -1.6414
N  -2.3714  2.2261  -1.1295
C  -2.5114  2.8224  0.1784
C  -2.3403  1.8382  1.3479
N  -1.3915  0.7968  1.0205
C  -0.7906  0.5701  -0.1546
O  -0.0165  -0.3670  -0.2970
C  -1.0938  1.5596  -1.2743
C  0.0584  2.5975  -1.3752
C  0.7651  2.8074  -0.0415
O  0.4633  3.6842  0.7472
N  1.7624  1.9315  0.1756
C  2.4711  1.8390  1.4315
C  3.9313  1.4646  1.2041
C  4.1151  0.0907  0.6362
C  3.1802  -0.8653  0.3601
N  3.7887  -1.9830  -0.1496
C  5.1337  -1.7737  -0.2114
C  6.1620  -2.5993  -0.6482
C  7.4465  -2.1042  -0.5890
C  7.7078  -0.8183  -0.1070
C  6.6934  0.0045  0.3274
C  5.3825  -0.4691  0.2791
C  -3.2334  -0.9878  -1.1822
O  -2.3721  -0.9840  -2.2346
C  -1.5866  -2.1285  -2.4722
C  -3.5118  -2.1086  -0.4181
H  -5.5917  -4.2915  2.6832
H  -5.3877  -2.5726  3.1009
H  -6.6163  -3.0635  1.9001
H  -5.9206  -0.8239  1.5984
H  -5.3910  1.1550  0.2794
H  -3.3035  1.2516  -2.6851
H  -4.3672  2.1839  -1.6147
H  -1.7460  3.5972  0.2654
H  -3.4901  3.2999  0.2467
H  -3.2936  1.3644  1.6082
H  -1.9735  2.3849  2.2232
H  -1.1948  0.1242  1.7503
H  -1.1190  0.9924  -2.2081
H  0.7863  2.2555  -2.1104
H  -0.3705  3.5419  -1.7098
H  1.8889  1.1564  -0.4576
H  2.3898  2.8161  1.9139
H  1.9949  1.0918  2.0795
H  4.3877  2.1944  0.5285
H  4.4619  1.5294  2.1587
H  2.1125  -0.8533  0.4704
H  3.3075  -2.8170  -0.4379
H  5.9590  -3.5931  -1.0204
H  8.2705  -2.7190  -0.9206
H  8.7300  -0.4701  -0.0775
H  6.9044  0.9964  0.6989
H  -0.9346  -2.3338  -1.6189
H  -2.2042  -3.0037  -2.6957
H  -0.9759  -1.8872  -3.3409
H  -3.0123  -3.0483  -0.5832

* energy relative to the best compared isomer or geometry (same formula, charge and spin): 1.0601 eV
* SMILES: COc1ccc(CN2CCNC(=O)[C@@H]2CC(=O)NCCc2c[nH]c3ccccc23)c(OC)c1
* HOMO: -7.80 eV

Let us look at the Mulliken charges, expressed in e, one per atom:
1. C -0.87
2. O -0.45
3. C 0.35
4. C -0.58
5. C -0.76
6. C 0.64
7. C -1.99
8. N 0.13
9. C -0.79
10. C -0.78
11. N 0.41
12. C -0.29
13. O -0.74
14. C 0.50
15. C -1.59
16. C 0.44
17. O -0.70
18. N 0.02
19. C -0.99
20. C -0.45
21. C 0.79
22. C -1.11
23. N 0.07
24. C -0.36
25. C -0.86
26. C -0.48
27. C -0.66
28. C -0.46
29. C 0.53
30. C 1.02
31. O -0.40
32. C -1.02
33. C -0.43
34. H 0.26
35. H 0.34
36. H 0.35
37. H 0.40
38. H 0.43
39. H 0.44
40. H 0.55
41. H 0.33
42. H 0.50
43. H 0.41
44. H 0.45
45. H 0.32
46. H 0.59
47. H 0.37
48. H 0.41
49. H 0.25
50. H 0.51
51. H 0.27
52. H 0.32
53. H 0.41
54. H 0.72
55. H 0.22
56. H 0.38
57. H 0.38
58. H 0.38
59. H 0.41
60. H 0.37
61. H 0.37
62. H 0.28
63. H 0.49

What are the molar mass values for these records? In order: 489.45; 667.58; 450.54 u.